{"formula": "C23H27N3O7S", "method": "ωB97M-V/def2-TZVPD", "species": ["O", "C", "N", "H", "C", "H", "C", "C", "H", "C", "H", "C", "H", "H", "O", "H", "H", "H", "H", "C", "N", "C", "O", "C", "N", "S", "O", "O", "C", "C", "C", "C", "C", "C", "H", "H", "H", "H", "H", "H", "H", "H", "C", "C", "C", "C", "C", "C", "C", "H", "O", "C", "O", "H", "H", "H", "H", "H", "H", "H", "H"], "coordinates": [[-0.2337, -1.2653, 3.5922], [-0.4172, -0.5594, 2.6183], [0.5497, -0.1467, 1.7943], [0.3637, 0.4538, 0.9987], [1.9400, -0.4758, 2.0199], [2.0656, -0.7193, 3.0783], [2.4033, -1.6660, 1.1593], [1.7545, -2.9935, 1.6068], [1.0512, -3.3735, 0.8695], [2.9472, -3.9300, 1.8127], [2.7932, -4.6401, 2.6212], [4.0670, -2.9348, 2.1103], [5.0654, -3.3042, 1.8729], [4.0382, -2.6260, 3.1650], [3.8090, -1.8335, 1.2640], [3.1700, -4.4773, 0.8956], [1.2187, -2.8436, 2.5431], [2.1930, -1.4259, 0.1113], [2.5485, 0.3951, 1.7673], [-1.8484, -0.0607, 2.3373], [-2.1420, 0.5261, 1.0536], [-1.9545, 1.8220, 0.7495], [-2.3112, 2.3200, -0.3084], [-1.2528, 2.7066, 1.7809], [-0.6530, 3.8368, 1.1079], [0.3454, 3.3919, -0.1901], [1.5079, 4.2208, -0.1097], [0.5496, 1.9653, -0.1058], [-0.5117, 3.8235, -1.6999], [-0.6927, 2.8800, -2.6888], [-1.3422, 3.2445, -3.8568], [-1.7923, 4.5442, -4.0212], [-1.5863, 5.4881, -3.0271], [-0.9383, 5.1275, -1.8574], [-0.7470, 5.8485, -1.0771], [-1.9287, 6.5028, -3.1630], [-2.3015, 4.8262, -4.9308], [-1.4959, 2.5143, -4.6367], [-0.3266, 1.8785, -2.5356], [-1.3477, 4.4890, 0.7733], [-1.9718, 3.0724, 2.5192], [-0.4507, 2.1733, 2.2895], [-2.7652, -0.3410, 0.0634], [-1.8248, -1.3982, -0.4513], [-2.1139, -2.7436, -0.2975], [-1.2736, -3.7391, -0.7939], [-0.1360, -3.3286, -1.4431], [0.1638, -1.9719, -1.5980], [-0.6591, -0.9907, -1.1096], [-0.4113, 0.0525, -1.2112], [1.3435, -1.8443, -2.2774], [1.8062, -3.1579, -2.5044], [0.8554, -4.0802, -2.0121], [2.7670, -3.3050, -1.9846], [1.9480, -3.3174, -3.5841], [-1.5005, -4.7844, -0.6709], [-3.0169, -3.0397, 0.2144], [-3.0755, 0.3114, -0.7584], [-3.6536, -0.8047, 0.5037], [-2.4949, -0.9329, 2.4690], [-2.0936, 0.6400, 3.1422]], "lowdin_charge": [0.050, -0.476, 0.097, 0.078, -0.094, 0.133, -0.295, -0.101, 0.099, -0.140, 0.111, -0.201, 0.121, 0.123, -0.097, 0.108, 0.104, 0.135, 0.134, -0.040, -0.035, -0.455, 0.044, -0.138, -0.096, 0.706, -0.268, -0.306, -0.287, -0.055, -0.056, -0.072, -0.065, -0.065, 0.117, 0.107, 0.106, 0.109, 0.103, 0.099, 0.143, 0.116, -0.084, -0.197, -0.034, 0.011, -0.225, -0.205, 0.060, 0.102, 0.033, -0.150, 0.037, 0.140, 0.141, 0.121, 0.111, 0.132, 0.131, 0.138, 0.136], "e_above_lowest_ev": 1.5465, "total_charge": 0, "gap_ev": 8.8, "smiles": "O=C(CN(Cc1ccc2c(c1)OCO2)C(=O)CNS(=O)(=O)c1ccccc1)NC[C@@H]1CCCO1"}



{"formula": "C4H8N2O2", "method": "ωB97M-V/def2-TZVPD", "species": ["C", "C", "N", "C", "C", "O", "N", "O", "H", "H", "H", "H", "H", "H", "H", "H"], "coordinates": [[2.2358, -0.4329, -0.3926], [-0.9402, -1.4455, 0.4250], [1.2583, 0.1205, 0.5210], [-0.7662, 1.0554, -0.1841], [-0.3912, -0.0836, 0.2907], [-0.3339, 2.3319, -0.1835], [-2.3636, 1.0180, -0.6460], [-3.2621, 0.8481, 0.1363], [-1.1207, 2.8857, -0.3446], [1.4876, 1.0731, 0.8100], [1.9882, -1.4723, -0.6285], [3.2310, -0.4251, 0.0695], [2.3086, 0.1303, -1.3309], [-1.6037, -1.7984, -0.3687], [-0.2007, -2.2497, 0.4800], [-1.5272, -1.5555, 1.3465]], "lowdin_charge": [-0.163, -0.058, -0.074, -0.292, -0.172, 0.067, 0.019, 0.011, 0.119, 0.083, 0.069, 0.075, 0.069, 0.083, 0.079, 0.086], "e_above_lowest_ev": 6.6880, "total_charge": 0, "gap_ev": 7.8, "smiles": "CN/C(C)=C(\\O)N=O"}



{"formula": "C10H18Cl2FeN2O2P", "method": "ωB97M-V/def2-TZVPD", "species": ["C", "C", "H", "H", "H", "O", "Cl", "Fe", "P", "C", "C", "H", "H", "H", "C", "H", "H", "H", "H", "H", "H", "C", "O", "Cl", "C", "N", "C", "C", "N", "C", "H", "H", "H", "H", "H", "H"], "coordinates": [[-0.0177, -4.5601, -4.6752], [0.1183, -3.8238, -3.3773], [-1.0780, -4.7205, -4.8767], [0.4872, -5.5331, -4.6169], [0.4190, -3.9727, -5.4929], [-0.7605, -3.4606, -2.6303], [1.8229, -3.5033, -2.9988], [0.2298, -0.2195, -0.0302], [-0.0189, 1.6366, -1.5420], [-1.3722, 2.8375, -1.5830], [1.4532, 2.6714, -1.4128], [0.8572, 0.2735, -3.3151], [0.1157, 1.7975, -3.9164], [-0.9154, 0.4176, -3.4131], [0.0134, 0.9617, -3.2141], [2.3465, 2.0426, -1.4539], [1.4477, 3.3792, -2.2503], [-1.1914, 3.5540, -2.3952], [-1.4248, 3.3736, -0.6287], [1.4404, 3.2201, -0.4655], [-2.3250, 2.3243, -1.7538], [-1.3985, 0.6731, 0.4056], [-2.3679, 1.0310, 0.9595], [2.0845, -0.6437, -1.0491], [0.3545, -1.6995, 5.0386], [0.1860, -1.7982, 3.5825], [0.0452, -2.9870, 2.8640], [-0.0312, -2.6546, 1.5391], [0.0659, -1.2616, 1.4527], [0.1597, -0.7681, 2.7254], [-0.5163, -2.1262, 5.5548], [1.2476, -2.2547, 5.3603], [0.4626, -0.6428, 5.3116], [0.0244, -3.9529, 3.3443], [-0.1528, -3.2904, 0.6737], [0.2262, 0.2756, 3.0326]], "mulliken_spin": [0.001, -0.001, 0.000, 0.000, 0.000, 0.000, 0.004, 4.058, 0.250, 0.005, 0.022, -0.001, 0.011, 0.002, 0.024, -0.001, 0.009, 0.009, -0.001, 0.001, -0.001, 0.009, 0.003, 0.377, -0.001, 0.016, 0.022, 0.041, 0.060, 0.079, 0.001, 0.001, 0.000, 0.001, -0.002, 0.002], "e_above_lowest_ev": 0.4508, "total_charge": 2, "gap_ev": [7.2, 5.3], "multiplicity": 6, "s2": 8.774}